{
  "formula": "C52H73As2BiN4OP2",
  "method": "ωB97M-V/def2-TZVPD",
  "symbols": ["Bi", "C", "As", "C", "C", "C", "C", "C", "C", "C", "As", "C", "C", "H", "H", "H", "H", "H", "H", "H", "H", "H", "H", "H", "H", "H", "H", "H", "H", "C", "C", "C", "C", "C", "C", "P", "C", "C", "C", "C", "C", "C", "C", "C", "C", "C", "C", "C", "H", "H", "H", "H", "H", "H", "H", "H", "H", "H", "H", "H", "H", "H", "H", "C", "C", "C", "C", "C", "C", "C", "C", "N", "C", "C", "C", "C", "C", "C", "C", "C", "C", "C", "H", "H", "H", "H", "H", "H", "H", "H", "H", "H", "H", "H", "H", "H", "H", "H", "H", "H", "H", "H", "H", "H", "H", "H", "C", "N", "C", "P", "O", "N", "C", "C", "N", "C", "C", "H", "H", "H", "H", "H", "H", "H", "H", "H", "H", "H", "H", "H", "H", "H", "H", "H", "H"],
  "positions_angstrom": [[0.060208, 0.936032, -0.077657], [-3.272652, 2.031687, -2.651231], [-1.473228, 1.315982, -2.513348], [-1.492002, 0.229150, -4.105975], [-0.331525, 2.807135, -3.017452], [0.426569, 2.705121, -4.181876], [1.246106, 3.750614, -4.578782], [1.317062, 4.902125, -3.810840], [0.568699, 5.005187, -2.647270], [-0.261340, 3.967056, -2.233220], [-1.335195, 4.107716, -0.600664], [-2.713457, 5.338397, -1.233663], [-0.258366, 5.402478, 0.386156], [-3.304848, 2.651999, -3.546985], [-3.556883, 2.603941, -1.773685], [-3.955462, 1.193450, -2.764308], [-1.715381, 0.900391, -4.934648], [-2.297660, -0.495950, -4.007113], [-0.543664, -0.277694, -4.255168], [0.385571, 1.810697, -4.789468], [1.824718, 3.666544, -5.489590], [1.950439, 5.723388, -4.119515], [0.632827, 5.914321, -2.063453], [-2.232304, 6.220391, -1.653023], [-3.344342, 5.628260, -0.394483], [-3.329975, 4.866982, -1.994933], [-0.247243, 6.364774, -0.122974], [0.763778, 5.040649, 0.496145], [-0.694486, 5.532293, 1.374213], [-0.937765, 4.097287, 4.899561], [-2.183240, 3.478437, 4.920812], [-2.519314, 2.562289, 3.940363], [-1.623079, 2.272792, 2.905211], [-0.381665, 2.897669, 2.896542], [-0.033840, 3.801437, 3.892521], [-2.064155, 0.977847, 1.715183], [-3.655904, 1.393451, 0.962515], [-4.345364, 2.568922, 1.251415], [-5.602643, 2.786370, 0.705302], [-6.187859, 1.827223, -0.110369], [-5.497335, 0.662318, -0.414424], [-4.225041, 0.459284, 0.097076], [-2.345459, -0.448398, 2.805464], [-3.352272, -1.386439, 2.585331], [-3.537428, -2.429567, 3.479364], [-2.718147, -2.553503, 4.591239], [-1.703668, -1.631917, 4.808925], [-1.520100, -0.582628, 3.924222], [-0.671877, 4.802926, 5.675602], [-2.885805, 3.698555, 5.713488], [-3.475608, 2.054912, 3.987680], [0.349304, 2.687597, 2.122597], [0.940614, 4.272142, 3.878089], [-3.912657, 3.312411, 1.908007], [-6.135874, 3.699085, 0.936861], [-7.179155, 1.990464, -0.511953], [-5.946088, -0.081974, -1.060599], [-3.673205, -0.435719, -0.170697], [-4.013184, -1.309125, 1.736498], [-4.331778, -3.143802, 3.306383], [-2.877632, -3.361292, 5.293804], [-1.065218, -1.717607, 5.678718], [-0.742938, 0.142759, 4.121022], [-1.225339, -5.136175, 2.753391], [-1.241081, -4.028987, 1.735188], [-2.141899, -4.050384, 0.672606], [-2.154074, -3.024432, -0.260073], [-3.142629, -3.029511, -1.396434], [-1.228463, -1.991780, -0.131800], [-0.313892, -1.929370, 0.931716], [-0.353732, -2.969620, 1.868533], [0.544774, -0.832187, 1.014425], [1.866649, -0.848601, 1.702515], [2.674391, -2.115000, 1.395420], [4.036997, -2.075849, 2.094862], [4.843320, -0.891410, 1.560947], [4.079320, 0.399904, 1.854248], [3.896241, 0.557740, 3.365522], [3.089689, -0.626963, 3.901138], [3.834091, -1.932305, 3.605453], [1.715558, -0.652267, 3.220389], [2.698876, 0.338389, 1.186190], [-1.982624, -5.888096, 2.538352], [-1.410620, -4.744088, 3.755155], [-0.253544, -5.632077, 2.774335], [-2.833300, -4.879493, 0.572334], [-3.392345, -4.044537, -1.703109], [-2.758142, -2.496967, -2.268884], [-4.080387, -2.547900, -1.103752], [-1.142570, -1.287924, -0.955898], [0.296351, -2.961601, 2.730027], [2.797429, -2.164852, 0.313649], [2.134742, -3.009051, 1.702774], [4.567684, -3.007598, 1.884169], [5.006551, -1.000791, 0.483691], [5.827216, -0.851411, 2.034727], [4.622764, 1.257276, 1.451184], [3.379069, 1.496722, 3.590232], [4.873109, 0.605064, 3.852132], [2.947889, -0.519522, 4.978640], [3.265465, -2.784811, 3.990147], [4.799696, -1.935558, 4.117026], [1.200213, 0.301174, 3.392979], [1.091331, -1.434294, 3.654027], [2.815178, 0.260662, 0.095358], [2.195266, 1.291852, 1.425868], [1.959388, -3.732296, -1.554589], [2.746428, -2.575446, -1.982302], [4.185585, -2.773904, -1.855846], [1.990286, -1.389009, -2.848738], [1.039022, -0.547114, -2.042432], [1.080584, -2.078771, -4.074519], [1.746498, -2.682223, -5.228290], [-0.133368, -2.815364, -3.715377], [3.204906, -0.481174, -3.479477], [4.294701, -0.968685, -4.320170], [3.157404, 0.975538, -3.417774], [2.317998, -4.059937, -0.577550], [2.048406, -4.571643, -2.250961], [0.909730, -3.468182, -1.434451], [4.387575, -3.212188, -0.876157], [4.715311, -1.826596, -1.909218], [4.583742, -3.456658, -2.611715], [2.437171, -1.984844, -5.691494], [0.987582, -2.926667, -5.971346], [2.277606, -3.608176, -4.976022], [-0.564391, -2.409452, -2.802649], [0.060207, -3.881187, -3.565997], [-0.862154, -2.718515, -4.522785], [4.312501, -2.052985, -4.371009], [5.253017, -0.632424, -3.917535], [4.198451, -0.578197, -5.336689], [2.339092, 1.306634, -2.785363], [3.023634, 1.402192, -4.415805], [4.097282, 1.356584, -3.010080]],
  "forces_ev_per_a": [[-0.005, -0.511, -0.047], [-0.018, 0.012, -0.030], [-0.046, 0.212, 0.124], [0.009, -0.078, 0.062], [-0.014, -0.015, -0.083], [-0.038, 0.051, 0.004], [-0.025, 0.014, -0.014], [0.007, 0.004, -0.014], [-0.022, -0.010, -0.003], [-0.017, -0.034, -0.030], [0.174, -0.010, 0.038], [-0.032, -0.026, 0.012], [0.006, -0.012, 0.002], [-0.026, 0.024, 0.020], [-0.004, -0.014, 0.034], [-0.037, -0.016, -0.008], [-0.022, -0.043, -0.042], [0.015, -0.045, 0.003], [0.049, -0.018, -0.002], [0.008, -0.004, 0.002], [-0.003, 0.006, 0.002], [-0.004, -0.002, 0.005], [0.009, -0.003, -0.008], [-0.020, 0.017, -0.005], [0.002, 0.010, 0.004], [-0.009, 0.003, -0.002], [0.004, 0.002, 0.026], [-0.010, -0.016, 0.013], [-0.015, 0.009, 0.044], [-0.013, 0.002, 0.025], [0.017, 0.003, 0.015], [0.020, -0.024, -0.013], [-0.148, 0.049, 0.042], [0.055, 0.018, -0.029], [-0.008, 0.010, -0.038], [0.034, 0.124, -0.129], [0.005, -0.025, 0.042], [-0.008, 0.031, -0.023], [0.002, 0.000, -0.001], [0.000, 0.018, 0.001], [0.037, 0.024, -0.056], [-0.023, -0.035, -0.031], [0.010, -0.056, 0.002], [0.021, 0.019, 0.028], [-0.003, 0.022, 0.020], [-0.034, 0.029, 0.016], [-0.019, 0.008, -0.020], [-0.038, 0.057, 0.002], [-0.002, -0.006, -0.008], [0.006, 0.000, -0.005], [0.004, -0.006, 0.000], [-0.006, -0.008, -0.027], [-0.007, -0.004, -0.003], [-0.001, -0.004, -0.020], [0.004, -0.003, -0.006], [0.003, -0.002, 0.006], [0.007, 0.006, 0.006], [0.010, -0.017, -0.011], [-0.016, 0.002, -0.004], [0.003, 0.004, 0.001], [-0.004, 0.008, 0.002], [-0.001, 0.003, 0.006], [-0.089, 0.006, 0.017], [0.005, -0.017, -0.005], [0.022, -0.008, 0.016], [-0.017, 0.023, 0.009], [-0.010, 0.008, 0.008], [-0.016, 0.016, -0.003], [0.024, -0.036, -0.018], [0.014, -0.048, -0.040], [0.022, -0.047, -0.027], [0.065, 0.126, 0.112], [-0.033, 0.012, 0.004], [-0.024, -0.017, -0.046], [0.006, 0.023, -0.006], [0.012, 0.007, 0.020], [-0.020, -0.020, -0.006], [0.001, 0.001, -0.007], [0.003, -0.010, -0.010], [-0.008, -0.017, 0.004], [0.065, 0.035, 0.003], [0.025, 0.016, 0.006], [-0.004, 0.002, -0.005], [0.025, -0.016, -0.035], [-0.003, -0.001, -0.011], [0.005, 0.008, 0.001], [0.017, -0.001, 0.002], [-0.010, 0.011, 0.014], [0.002, -0.010, 0.012], [0.023, 0.039, 0.016], [0.031, -0.005, -0.032], [0.028, 0.030, -0.001], [-0.031, -0.014, 0.038], [0.001, -0.007, -0.002], [-0.010, 0.011, 0.014], [-0.001, -0.010, -0.004], [0.013, 0.004, 0.003], [0.000, 0.006, -0.004], [-0.005, -0.003, 0.006], [0.002, 0.007, 0.005], [0.005, 0.005, -0.006], [-0.003, 0.004, -0.005], [0.034, -0.022, -0.012], [0.046, 0.012, -0.005], [-0.010, 0.003, 0.006], [0.006, -0.029, -0.008], [0.025, -0.023, -0.019], [0.020, -0.166, -0.126], [-0.023, 0.084, 0.156], [0.075, 0.063, -0.026], [-0.016, 0.171, 0.125], [-0.060, -0.032, 0.015], [0.022, -0.002, 0.014], [-0.032, 0.075, -0.027], [-0.076, 0.059, -0.032], [0.011, -0.020, 0.031], [0.044, -0.022, -0.002], [-0.007, -0.035, -0.038], [-0.013, 0.010, -0.004], [0.008, 0.009, 0.028], [0.013, 0.008, 0.013], [-0.004, 0.001, -0.036], [-0.014, -0.008, 0.004], [0.011, 0.011, 0.008], [-0.007, -0.003, 0.009], [0.004, 0.009, 0.000], [0.007, 0.002, -0.014], [-0.011, 0.002, -0.006], [-0.010, 0.014, -0.009], [-0.021, -0.009, 0.007], [0.000, 0.005, 0.002], [0.002, 0.004, 0.003], [0.008, -0.017, -0.012], [0.006, -0.012, 0.020], [0.010, -0.007, 0.001]],
  "mulliken_charge": [0.359, -1.031, 1.637, -1.457, 0.296, -1.259, -0.711, -1.098, -0.852, 0.131, 1.419, -1.349, -1.608, 0.465, -0.113, 0.620, 0.658, 0.460, 0.151, 0.409, 0.512, 0.452, 0.339, 0.464, 0.469, 0.391, 0.572, 0.446, 0.389, -0.790, -0.876, -0.357, 0.436, 0.126, -0.947, 2.220, 1.188, -1.177, -0.778, -0.885, -0.724, -0.067, 0.941, -0.498, -0.479, -1.176, -0.598, -0.604, 0.461, 0.477, 0.593, -0.014, 0.539, 0.440, 0.504, 0.437, 0.550, -0.451, 0.353, 0.484, 0.431, 0.473, 0.428, -1.883, -0.197, -0.764, 0.950, -1.838, -0.633, 1.148, 0.144, 0.139, 2.463, -0.495, -0.004, -1.184, 0.266, -1.488, 0.320, -1.362, -0.894, -2.648, 0.443, 0.316, 0.348, 0.463, 0.475, 0.052, 0.360, -0.215, 0.849, -0.999, 1.312, 0.373, 0.207, 0.581, 0.478, 0.428, 0.566, 0.330, 0.544, 0.538, -0.511, 0.327, -0.065, 0.616, -0.986, 0.121, -1.161, -0.857, 0.801, 0.547, -1.001, -1.230, 0.751, -1.492, -1.002, 0.458, 0.345, 0.102, 0.466, 0.279, 0.290, 0.252, 0.385, 0.308, 0.086, 0.388, 0.545, 0.462, 0.355, 0.367, -0.091, 0.392, 0.441],
  "relative_energy_kj_mol": 0.00,
  "charge": 2,
  "fmax_ha_per_bohr": 0.010,
  "mol_weight_g_mol": 1190.95,
  "multiplicity": 1,
  "homo_ev": -12.2
}